Arrangement i

{
  "formula": "C4H8N3OS",
  "method": "ωB97M-V with the def2-TZVPD basis set",
  "homo_ev": -13.36,
  "spin_multiplicity": 1,
  "total_charge": 1,
  "species": ["C", "C", "C", "C", "N", "N", "N", "O", "S", "H", "H", "H", "H", "H", "H", "H", "H"],
  "coordinates": [[0.259, 1.698, -1.677], [1.282, 0.612, 0.371], [1.267, 1.447, -0.760], [-0.784, -0.218, -0.321], [-0.858, 0.703, -1.265], [0.191, -0.216, 0.545], [2.219, 0.721, 1.334], [0.010, 2.496, -2.540], [-2.325, -2.781, 1.244], [-3.525, -2.506, 1.040], [2.081, 2.052, -1.010], [-1.573, -0.982, -0.107], [-1.706, 0.407, -1.769], [0.447, -0.914, 1.230], [3.053, 1.255, 1.376], [2.358, 0.009, 2.019], [-2.396, -3.782, 0.291]]
}

Arrangement ii

{
  "formula": "C4H8N3OS",
  "method": "ωB97M-V with the def2-TZVPD basis set",
  "homo_ev": -14.16,
  "spin_multiplicity": 1,
  "total_charge": 1,
  "species": ["C", "C", "C", "C", "N", "N", "N", "O", "S", "H", "H", "H", "H", "H", "H", "H", "H"],
  "coordinates": [[-1.095, 1.392, -0.133], [-0.796, -1.010, -0.710], [-1.115, 0.411, -1.291], [0.291, 0.190, 1.570], [-0.485, 0.960, 0.906], [0.490, -1.381, -0.633], [1.573, 0.337, 1.438], [-1.658, -1.720, -0.306], [-0.210, -1.055, 2.674], [-1.450, 2.416, -0.017], [-2.141, 0.415, -1.810], [-0.392, 0.764, -1.977], [0.496, -2.379, -0.903], [2.162, 0.011, 2.258], [2.046, 0.872, 0.654], [1.413, -0.981, -0.781], [-1.496, -1.077, 2.656]]
}

Arrangement iii

{
  "formula": "C4H8N3OS",
  "method": "ωB97M-V with the def2-TZVPD basis set",
  "homo_ev": -12.42,
  "smiles": "[NH+]#COCC/N=C(\\N)S",
  "spin_multiplicity": 1,
  "total_charge": 1,
  "species": ["N", "C", "O", "C", "C", "N", "C", "N", "S", "H", "H", "H", "H", "H", "H", "H", "H"],
  "coordinates": [[2.824, 2.263, 0.274], [2.682, 1.091, 0.192], [2.329, -0.061, 0.122], [1.365, -0.951, -0.616], [0.037, -1.170, 0.083], [-0.661, 0.102, -0.152], [-1.904, 0.117, 0.085], [-2.692, -0.816, 0.587], [-2.703, 1.622, -0.237], [3.162, 3.036, 0.734], [2.077, -1.712, -0.657], [1.297, -0.332, -1.597], [-0.193, -2.048, -0.644], [0.171, -1.428, 1.067], [-2.671, -1.750, 0.176], [-3.481, -0.408, 0.968], [-1.639, 2.445, -0.386]]
}

Arrangement iv

{
  "formula": "C4H8N3OS",
  "method": "ωB97M-V with the def2-TZVPD basis set",
  "homo_ev": -11.93,
  "spin_multiplicity": 1,
  "total_charge": 1,
  "species": ["C", "C", "C", "C", "N", "N", "N", "O", "S", "H", "H", "H", "H", "H", "H", "H", "H"],
  "coordinates": [[-1.739, -0.391, -0.294], [1.711, -0.774, 0.727], [-0.523, 1.676, 0.547], [0.121, 1.000, -0.641], [2.912, -0.355, 0.577], [-0.675, -0.098, -1.038], [-2.556, -1.398, -0.538], [1.066, 1.386, -1.259], [-1.946, 0.673, 1.045], [1.638, -1.663, 1.377], [0.175, 1.782, 1.378], [-0.861, 2.675, 0.257], [3.753, -0.767, 0.990], [-0.386, -0.630, -1.849], [-2.419, -2.011, -1.329], [-3.349, -1.563, 0.064], [3.076, 0.458, -0.014]]
}

arrangement i is preferred energetically. Next in line: 8.1 kcal/mol higher.

Arrangement i

{
  "formula": "C5H8OSi",
  "method": "ωB97M-V with the def2-TZVPD basis set",
  "homo_ev": -8.70,
  "smiles": "O[SiH2]C1=CC=CC1",
  "spin_multiplicity": 1,
  "total_charge": 0,
  "species": ["O", "Si", "C", "C", "C", "C", "C", "H", "H", "H", "H", "H", "H", "H", "H"],
  "coordinates": [[3.030, 0.600, -0.419], [1.960, -0.554, 0.184], [0.093, -0.215, -0.008], [-0.897, -1.245, -0.222], [-2.179, -0.473, -0.179], [-1.961, 0.807, 0.122], [-0.563, 1.083, 0.293], [2.922, 0.774, -1.381], [2.549, -0.493, 1.514], [2.126, -1.930, -0.387], [-0.643, -2.273, -0.373], [-3.258, -0.890, -0.184], [-2.848, 1.366, 0.139], [-0.152, 1.867, -0.356], [-0.178, 1.575, 1.256]]
}

Arrangement ii

{
  "formula": "C5H8OSi",
  "method": "ωB97M-V with the def2-TZVPD basis set",
  "homo_ev": -7.82,
  "spin_multiplicity": 1,
  "total_charge": 0,
  "species": ["C", "C", "C", "C", "C", "O", "Si", "H", "H", "H", "H", "H", "H", "H", "H"],
  "coordinates": [[-1.227, 1.271, 0.308], [0.112, 1.480, 0.287], [-1.984, 0.077, -0.103], [1.227, 0.581, -0.077], [1.069, -0.796, -0.661], [-3.134, -0.050, -0.314], [-0.324, -1.639, 0.311], [-1.869, 2.138, 0.468], [0.464, 2.435, 0.474], [1.886, 1.125, -0.667], [1.836, 0.490, 0.862], [0.789, -0.935, -1.738], [2.008, -1.484, -0.606], [0.032, -1.920, 1.757], [-0.885, -2.773, -0.300]]
}

arrangement i is preferred energetically. Next in line: 45.9 kcal/mol higher.

Arrangement i

{
  "formula": "C4H11NO2",
  "method": "ωB97M-V with the def2-TZVPD basis set",
  "homo_ev": [-14.63, -14.59],
  "spin_multiplicity": 2,
  "total_charge": 1,
  "species": ["C", "C", "C", "O", "N", "C", "O", "H", "H", "H", "H", "H", "H", "H", "H", "H", "H", "H"],
  "coordinates": [[0.202, -0.290, -0.100], [0.763, 1.098, -0.189], [2.294, 1.092, -0.222], [0.266, 1.769, 0.987], [-1.151, -0.428, -0.505], [-1.867, -1.699, -0.279], [-1.880, -1.818, 1.108], [0.838, -0.948, -0.709], [0.273, -0.674, 0.926], [0.411, 1.744, -0.992], [2.641, 0.515, -1.072], [2.653, 2.124, -0.287], [2.701, 0.651, 0.690], [0.446, 2.714, 0.919], [-1.714, 0.379, -0.215], [-1.275, -2.508, -0.719], [-2.846, -1.595, -0.723], [-2.755, -2.126, 1.383]]
}

Arrangement ii

{
  "formula": "C4H11NO2",
  "method": "ωB97M-V with the def2-TZVPD basis set",
  "homo_ev": [-13.81, -13.81],
  "spin_multiplicity": 2,
  "total_charge": 1,
  "species": ["C", "N", "C", "C", "C", "O", "H", "H", "H", "H", "H", "H", "H", "H", "H", "H", "H", "O"],
  "coordinates": [[1.805, -1.124, -1.978], [1.275, 0.187, -1.769], [1.614, 0.728, 0.621], [0.604, 0.648, -0.591], [-0.658, -0.132, -0.343], [-1.201, -0.691, -1.260], [2.656, -1.286, -1.310], [2.238, -1.247, -2.975], [1.066, -1.922, -1.989], [1.808, 0.912, -2.246], [2.049, 1.710, 0.765], [2.431, 0.036, 0.446], [1.021, 0.325, 1.440], [0.183, 1.622, -0.890], [-1.086, -0.242, 0.664], [-3.200, 0.667, 3.401], [-3.897, -0.012, 4.584], [-3.026, 0.277, 4.268]]
}

arrangement i is preferred energetically. Next in line: 12.6 kcal/mol higher.

Arrangement i

{
  "formula": "C10H10N3O2",
  "method": "ωB97M-V with the def2-TZVPD basis set",
  "homo_ev": -12.43,
  "spin_multiplicity": 1,
  "total_charge": 1,
  "species": ["C", "C", "C", "C", "C", "C", "C", "C", "C", "C", "N", "N", "N", "O", "O", "H", "H", "H", "H", "H", "H", "H", "H", "H", "H"],
  "coordinates": [[1.783, 0.429, -1.899], [2.116, -0.741, -1.166], [1.425, 1.579, -1.229], [2.136, -0.718, 0.206], [1.418, 1.607, 0.199], [1.824, 0.491, 0.857], [-3.094, -0.872, -0.354], [-0.498, -0.416, 2.843], [-3.946, -0.299, -1.263], [1.746, 0.557, 2.399], [-1.771, -1.124, -0.526], [-4.428, 0.127, -2.228], [0.674, -0.144, 2.891], [-1.595, -0.734, 2.955], [-5.066, 0.415, -3.149], [1.849, 0.474, -2.913], [2.254, -1.675, -1.766], [1.197, 2.497, -1.750], [2.523, -1.646, 0.715], [1.393, 2.638, 0.560], [-3.459, -1.411, 0.585], [2.670, 0.124, 2.891], [1.712, 1.592, 2.577], [-1.410, -1.971, 0.044], [-1.452, -0.779, -1.478]]
}

Arrangement ii

{
  "formula": "C10H10N3O2",
  "method": "ωB97M-V with the def2-TZVPD basis set",
  "homo_ev": -12.99,
  "smiles": "COC1=N[NH+]=C[C@]2(C=CC=CC2=O)C=N1",
  "spin_multiplicity": 1,
  "total_charge": 1,
  "species": ["C", "O", "C", "N", "N", "C", "C", "C", "C", "C", "C", "C", "O", "C", "N", "H", "H", "H", "H", "H", "H", "H", "H", "H", "H"],
  "coordinates": [[3.440, 1.397, 0.331], [2.649, 0.879, -0.728], [1.854, -0.057, -0.508], [2.143, -1.058, 0.362], [1.131, -1.737, 0.781], [-0.192, -1.796, 0.635], [-0.969, -0.749, -0.074], [-2.375, -0.955, -0.253], [-3.304, 0.072, -0.305], [-2.818, 1.436, -0.201], [-1.467, 1.684, 0.092], [-0.602, 0.618, 0.460], [0.425, 0.705, 1.127], [-0.118, -0.908, -1.440], [1.002, -0.433, -1.454], [4.205, 0.667, 0.490], [2.792, 1.400, 1.274], [3.770, 2.313, -0.098], [1.624, -2.374, 1.390], [-0.704, -2.581, 1.157], [-2.796, -1.906, -0.491], [-4.359, -0.282, -0.247], [-3.461, 2.289, -0.417], [-1.105, 2.694, 0.280], [-0.764, -1.319, -2.164]]
}

arrangement ii is preferred energetically. Next in line: 9.9 kcal/mol higher.

Arrangement i

{
  "formula": "C6H12NO",
  "method": "ωB97M-V with the def2-TZVPD basis set",
  "homo_ev": -13.29,
  "spin_multiplicity": 1,
  "total_charge": 1,
  "species": ["C", "C", "C", "C", "C", "C", "N", "O", "H", "H", "H", "H", "H", "H", "H", "H", "H", "H", "H", "H"],
  "coordinates": [[-1.084, -0.232, -1.596], [0.137, 0.538, -1.885], [-0.682, 1.400, 1.486], [-0.844, 0.020, 2.054], [0.034, -0.430, -0.749], [0.291, 0.352, 1.155], [0.893, -1.589, -0.626], [1.641, 0.204, 1.452], [-1.966, 0.403, -1.475], [-1.142, -1.109, -2.330], [0.596, 0.271, -2.803], [0.033, 1.550, -1.579], [-1.369, 1.598, 0.631], [-0.253, 2.244, 2.141], [-0.610, -0.265, 3.030], [-1.577, -0.599, 1.602], [0.876, -2.476, -1.254], [1.183, -1.897, 0.327], [1.719, -1.039, -1.119], [2.124, 1.056, 1.538]]
}

Arrangement ii

{
  "formula": "C6H12NO",
  "method": "ωB97M-V with the def2-TZVPD basis set",
  "homo_ev": -13.78,
  "spin_multiplicity": 1,
  "total_charge": 1,
  "species": ["C", "C", "C", "C", "C", "C", "N", "O", "H", "H", "H", "H", "H", "H", "H", "H", "H", "H", "H", "H"],
  "coordinates": [[-0.583, -1.706, -0.015], [-1.288, -0.589, 0.003], [-0.448, 0.613, 0.243], [1.306, -1.072, 0.194], [-2.704, -0.360, -0.337], [1.782, 1.259, 0.361], [0.901, 0.314, -0.278], [2.197, -1.635, -0.653], [-0.786, -2.673, 0.126], [-0.946, 1.631, -0.040], [-0.401, 0.702, 1.364], [1.717, -0.763, 1.207], [-2.996, -0.843, -1.250], [-2.792, 0.766, -0.368], [-3.231, -0.813, 0.479], [2.822, 1.069, 0.076], [1.466, 2.276, 0.054], [1.707, 1.184, 1.466], [0.805, 0.302, -1.345], [2.790, -2.112, -0.171]]
}

Arrangement iii

{
  "formula": "C6H12NO",
  "method": "ωB97M-V with the def2-TZVPD basis set",
  "homo_ev": -14.02,
  "spin_multiplicity": 1,
  "total_charge": 1,
  "species": ["C", "C", "C", "C", "C", "C", "N", "O", "H", "H", "H", "H", "H", "H", "H", "H", "H", "H", "H", "H"],
  "coordinates": [[1.918, -0.600, -0.007], [1.751, 0.717, 0.052], [0.550, -1.341, 0.244], [0.345, 1.054, 0.450], [-1.654, -0.386, 0.743], [-0.690, -0.174, -1.398], [-0.393, -0.144, 0.004], [-0.249, 2.192, 0.042], [2.704, -1.141, -0.440], [2.621, 1.351, 0.043], [0.300, -2.186, -0.420], [0.378, -1.671, 1.228], [0.416, 1.021, 1.892], [-2.051, -1.393, 0.504], [-1.640, -0.233, 1.843], [-2.379, 0.369, 0.364], [-1.382, -0.983, -1.688], [-1.152, 0.823, -1.707], [0.275, -0.331, -1.961], [0.331, 3.056, 0.213]]
}

Arrangement iv

{
  "formula": "C6H12NO",
  "method": "ωB97M-V with the def2-TZVPD basis set",
  "homo_ev": -13.11,
  "smiles": "C=C(C)C[C@@H]([NH3+])C=O",
  "spin_multiplicity": 1,
  "total_charge": 1,
  "species": ["C", "C", "C", "C", "C", "N", "C", "O", "H", "H", "H", "H", "H", "H", "H", "H", "H", "H", "H", "H"],
  "coordinates": [[0.646, 2.149, 1.516], [-0.090, 1.260, 0.864], [-1.554, 1.046, 1.142], [0.709, 0.304, -0.078], [-0.072, -0.837, -0.744], [0.599, -1.121, -2.073], [0.037, -2.138, 0.038], [0.331, -3.170, -0.495], [0.232, 2.846, 2.233], [1.712, 2.201, 1.321], [-2.072, 2.005, 1.143], [-1.746, 0.511, 2.068], [-2.051, 0.439, 0.383], [1.010, 1.016, -0.846], [1.518, -0.133, 0.502], [-1.131, -0.635, -0.882], [0.142, -1.954, -2.459], [1.585, -1.355, -1.942], [0.486, -0.389, -2.775], [-0.292, -2.046, 1.085]]
}

arrangement iv is preferred energetically. Next in line: 28.1 kcal/mol higher.